{
  "formula": "C22H30N5O5S3TeTi",
  "method": "ωB97M-V/def2-TZVPD",
  "elements": ["Ti", "O", "C", "C", "O", "C", "C", "O", "C", "O", "O", "C", "C", "C", "N", "N", "C", "N", "S", "H", "H", "H", "H", "H", "H", "H", "Te", "C", "C", "C", "C", "S", "H", "H", "H", "C", "C", "C", "C", "N", "C", "S", "N", "C", "C", "C", "C", "H", "H", "H", "H", "H", "H", "H", "H", "H", "H", "H", "H", "H", "H", "H", "H", "H", "H", "H", "H"],
  "coordinates": [[0.094, 0.736, 0.323], [-0.137, -3.575, 4.468], [-0.029, -2.688, 3.662], [0.408, -2.854, 2.215], [0.845, -3.858, 1.686], [0.215, -1.542, 1.631], [-0.216, -0.609, 2.575], [-0.409, 0.602, 2.178], [-0.311, -1.221, 3.897], [-0.522, -0.674, 4.960], [0.394, -1.095, 0.418], [-1.125, 2.583, -5.362], [0.032, 2.836, -4.388], [0.290, 1.668, -3.499], [0.207, 1.661, -2.218], [0.508, 0.470, -1.647], [0.821, -0.469, -2.495], [1.013, -1.758, -2.159], [0.794, 0.109, -4.145], [-1.266, 3.445, -6.015], [-2.045, 2.410, -4.813], [-0.920, 1.708, -5.980], [-0.181, 3.693, -3.748], [0.939, 3.052, -4.960], [0.955, -1.941, -1.157], [1.633, -2.324, -2.708], [-2.542, 0.395, -0.239], [-3.000, 2.440, -0.515], [-3.047, 3.419, 0.439], [-3.440, 4.694, -0.055], [-3.704, 4.679, -1.388], [-3.482, 3.099, -2.034], [-2.818, 3.219, 1.478], [-3.535, 5.582, 0.557], [-4.029, 5.489, -2.022], [3.271, 4.058, 4.850], [3.832, 2.648, 5.034], [3.852, 1.811, 3.750], [2.493, 1.269, 3.306], [1.639, 2.277, 2.684], [1.408, 2.238, 1.317], [2.587, 1.697, 0.216], [0.293, 2.976, 0.848], [0.506, 4.050, -0.140], [1.551, 5.081, 0.279], [1.201, 5.884, 1.532], [-0.059, 6.734, 1.387], [3.261, 4.600, 5.799], [2.253, 4.027, 4.468], [3.883, 4.622, 4.143], [3.254, 2.121, 5.799], [4.859, 2.731, 5.404], [4.506, 0.949, 3.914], [4.282, 2.397, 2.934], [1.964, 0.848, 4.166], [2.665, 0.461, 2.593], [0.788, 2.414, 3.211], [-0.265, 3.320, 1.620], [-0.464, 4.523, -0.298], [0.806, 3.599, -1.076], [1.688, 5.767, -0.564], [2.500, 4.567, 0.442], [2.050, 6.536, 1.755], [1.094, 5.209, 2.387], [0.040, 7.438, 0.558], [-0.245, 7.308, 2.297], [-0.938, 6.114, 1.202]],
  "atomic_forces_ev_per_a": [[0.346, 3.540, -0.749], [0.036, 0.009, 0.094], [0.006, -0.512, 0.145], [0.193, 0.145, -0.529], [-0.066, -0.141, 0.097], [-0.375, 0.064, 0.469], [-0.046, -0.217, -0.242], [-0.406, -0.401, 2.809], [-0.068, 0.689, 0.103], [-0.026, -0.153, 0.069], [0.934, -3.577, 0.380], [0.192, 0.067, 0.082], [-0.108, -0.007, -0.119], [0.266, -0.335, 0.177], [-0.198, 0.457, -0.977], [0.152, -0.419, -1.932], [-0.119, 0.147, -0.417], [0.109, -0.039, 0.090], [-0.077, 0.040, 0.371], [0.003, -0.028, -0.006], [-0.138, -0.051, 0.061], [-0.048, 0.025, -0.043], [0.009, -0.028, 0.021], [0.038, 0.061, 0.073], [0.014, 0.021, 0.074], [-0.025, 0.001, -0.083], [-1.121, 0.086, -0.571], [-0.170, -0.084, 0.041], [0.054, 0.030, 0.098], [-0.003, 0.107, 0.026], [-0.037, -0.129, -0.240], [0.174, 0.026, 0.137], [-0.008, -0.024, 0.006], [0.014, -0.019, 0.014], [0.008, 0.024, 0.060], [0.008, -0.113, 0.143], [-0.012, 0.125, -0.208], [-0.080, -0.010, 0.174], [0.254, 0.009, -0.025], [-0.152, 0.327, 0.154], [0.735, 0.537, 0.375], [-0.093, -0.143, -0.049], [0.190, 0.157, -0.039], [0.187, 0.283, 0.098], [-0.169, -0.016, 0.181], [-0.032, 0.085, -0.135], [0.065, -0.091, 0.100], [0.026, 0.014, -0.017], [0.004, 0.061, -0.047], [-0.060, 0.017, -0.050], [0.048, -0.035, 0.025], [-0.030, -0.036, 0.084], [0.015, 0.006, -0.051], [0.022, -0.060, -0.054], [-0.045, 0.028, -0.011], [-0.082, -0.024, -0.022], [-0.088, -0.096, -0.067], [-0.188, -0.185, 0.026], [-0.094, -0.105, -0.053], [0.010, -0.132, -0.074], [0.045, 0.013, 0.010], [0.039, -0.010, -0.089], [-0.020, -0.025, 0.116], [0.064, -0.009, -0.004], [-0.035, -0.012, -0.025], [-0.025, 0.020, -0.022], [-0.021, 0.047, -0.032]],
  "homo_ev": [-3.426, -4.440],
  "e_lumo_ha": [0.07524, 0.07511],
  "homo_lumo_gap_ev": [5.473, 6.483],
  "charge": -1,
  "mol_weight_g_mol": 716.18,
  "spin_multiplicity": 3
}

{
  "formula": "C44H82BrN13O4P",
  "method": "ωB97M-V/def2-TZVPD",
  "elements": ["C", "C", "C", "C", "O", "N", "C", "C", "O", "C", "N", "O", "C", "Br", "P", "C", "O", "C", "C", "C", "N", "N", "N", "H", "H", "H", "H", "H", "H", "H", "H", "H", "H", "H", "H", "H", "H", "H", "H", "H", "H", "H", "H", "H", "H", "H", "H", "H", "H", "C", "C", "C", "C", "N", "H", "H", "H", "H", "H", "H", "H", "C", "C", "C", "C", "N", "H", "H", "H", "H", "H", "H", "H", "C", "C", "C", "C", "N", "H", "H", "H", "H", "H", "H", "H", "C", "C", "C", "C", "N", "H", "H", "H", "H", "H", "H", "H", "C", "C", "C", "C", "N", "H", "H", "H", "H", "H", "H", "H", "C", "C", "C", "C", "N", "H", "H", "H", "H", "H", "H", "H", "C", "C", "C", "C", "N", "H", "H", "H", "H", "H", "H", "H", "C", "C", "C", "C", "N", "H", "H", "H", "H", "H", "H", "H"],
  "coordinates": [[3.718, -1.698, 0.102], [3.747, -1.153, 1.525], [2.337, -1.084, 2.146], [2.239, -0.171, 3.363], [1.533, 1.042, 3.015], [2.351, 1.850, 2.214], [3.056, 2.850, 3.042], [3.887, 3.754, 2.125], [5.263, 3.674, 2.512], [6.010, 2.821, 1.882], [6.700, 2.070, 1.358], [3.797, 3.296, 0.809], [2.489, 3.312, 0.255], [2.776, 2.388, -1.462], [1.970, 5.142, 0.088], [1.083, 5.164, -1.484], [3.412, 5.760, -0.324], [1.509, 2.425, 1.092], [0.203, 3.080, 1.539], [-1.080, 2.172, 1.460], [-0.891, 1.160, 0.447], [-2.265, 3.024, 1.140], [-1.308, 1.499, 2.726], [4.721, -1.708, -0.327], [3.109, -1.034, -0.517], [3.289, -2.699, 0.083], [4.238, -0.164, 1.503], [4.373, -1.773, 2.174], [1.619, -0.741, 1.392], [2.045, -2.107, 2.402], [3.243, 0.068, 3.737], [1.689, -0.592, 4.204], [3.035, 1.233, 1.753], [2.325, 3.391, 3.639], [3.724, 2.318, 3.721], [3.636, 4.811, 2.207], [0.817, 6.210, -1.651], [0.165, 4.575, -1.426], [1.692, 4.811, -2.317], [3.813, 5.383, -1.123], [1.244, 1.557, 0.488], [0.015, 3.948, 0.910], [0.285, 3.476, 2.557], [-1.163, 1.489, -0.472], [-1.428, 0.326, 0.650], [-2.273, 3.824, 1.773], [-2.127, 3.442, 0.221], [-1.555, 2.200, 3.421], [-2.163, 0.955, 2.612], [4.195, -3.281, -3.240], [3.535, -2.770, -4.514], [2.962, -1.356, -4.349], [1.968, -1.307, -3.280], [1.245, -1.271, -2.383], [3.468, -3.366, -2.429], [4.626, -4.268, -3.401], [4.999, -2.621, -2.916], [2.736, -3.448, -4.820], [4.259, -2.746, -5.330], [2.497, -1.005, -5.271], [3.759, -0.655, -4.088], [7.083, 0.464, -5.581], [7.339, 1.165, -4.252], [8.327, 0.407, -3.356], [7.836, -0.928, -3.024], [7.430, -1.973, -2.762], [6.637, -0.521, -5.429], [6.402, 1.048, -6.200], [8.010, 0.330, -6.139], [6.397, 1.294, -3.712], [7.740, 2.163, -4.431], [8.497, 0.945, -2.423], [9.291, 0.299, -3.856], [-2.458, -4.015, 2.043], [-1.668, -4.658, 3.175], [-0.280, -4.021, 3.360], [0.546, -4.172, 2.160], [1.184, -4.323, 1.213], [-1.945, -4.120, 1.087], [-3.437, -4.480, 1.936], [-2.616, -2.949, 2.226], [-1.538, -5.723, 2.978], [-2.217, -4.567, 4.113], [0.255, -4.478, 4.193], [-0.382, -2.953, 3.567], [-0.583, -5.459, -1.903], [-1.150, -4.757, -3.131], [-1.781, -3.397, -2.810], [-2.897, -3.541, -1.883], [-3.747, -3.661, -1.117], [-1.366, -5.669, -1.172], [-0.133, -6.410, -2.182], [0.182, -4.852, -1.414], [-1.902, -5.393, -3.597], [-0.357, -4.607, -3.866], [-2.158, -2.917, -3.715], [-1.048, -2.727, -2.358], [-6.248, 6.112, 3.732], [-5.340, 4.972, 3.292], [-4.032, 4.917, 4.094], [-3.230, 6.126, 3.922], [-2.580, 7.067, 3.787], [-5.776, 7.082, 3.571], [-7.178, 6.100, 3.165], [-6.501, 6.030, 4.790], [-5.105, 5.069, 2.231], [-5.853, 4.017, 3.418], [-3.417, 4.075, 3.770], [-4.241, 4.783, 5.157], [-5.537, -6.198, -5.309], [-4.579, -5.022, -5.174], [-4.479, -4.158, -6.436], [-3.985, -4.918, -7.582], [-3.597, -5.536, -8.473], [-5.208, -6.896, -6.079], [-5.577, -6.734, -4.362], [-6.546, -5.865, -5.558], [-3.590, -5.400, -4.914], [-4.904, -4.385, -4.348], [-3.800, -3.317, -6.279], [-5.456, -3.747, -6.695], [-8.091, -7.246, -0.499], [-6.917, -6.938, 0.422], [-5.738, -6.289, -0.313], [-5.208, -7.167, -1.354], [-4.791, -7.891, -2.147], [-7.809, -7.961, -1.272], [-8.920, -7.674, 0.062], [-8.451, -6.340, -0.991], [-6.578, -7.855, 0.907], [-7.238, -6.258, 1.214], [-4.924, -6.061, 0.376], [-6.039, -5.349, -0.776], [1.608, 9.766, 4.534], [0.848, 8.524, 4.985], [-0.494, 8.853, 5.647], [-0.318, 9.670, 6.846], [-0.179, 10.304, 7.797], [1.858, 10.404, 5.382], [2.540, 9.492, 4.039], [1.015, 10.354, 3.832], [1.461, 7.950, 5.683], [0.646, 7.881, 4.125], [-1.020, 7.942, 5.930], [-1.138, 9.392, 4.951]],
  "atomic_forces_ev_per_a": [[0.098, 0.309, 0.153], [-0.140, -0.019, 0.048], [0.359, -0.282, -0.136], [0.270, -0.501, -0.127], [0.106, 0.381, 0.469], [-0.451, -0.257, -0.313], [0.138, 0.101, 0.307], [0.159, -0.020, -0.066], [0.013, 0.298, -0.089], [-0.294, 0.122, 0.179], [0.226, -0.310, -0.184], [0.081, -0.082, 0.191], [-0.213, -0.118, -0.407], [0.012, 0.112, 0.161], [0.264, 0.073, 0.205], [-0.231, 0.078, -0.094], [0.183, 0.023, -0.124], [0.253, 0.050, -0.192], [-0.030, -0.293, 0.482], [-0.300, 0.245, -0.134], [-0.041, 0.004, -0.058], [0.651, -0.022, -0.027], [-0.195, 0.140, -0.089], [-0.023, -0.170, 0.037], [-0.074, -0.193, -0.053], [-0.003, 0.013, -0.105], [0.001, 0.011, 0.076], [0.076, 0.100, -0.071], [-0.107, -0.046, 0.057], [-0.037, 0.239, -0.046], [-0.084, 0.145, 0.075], [-0.218, 0.166, -0.191], [0.101, 0.092, -0.018], [-0.096, -0.026, -0.154], [-0.103, -0.021, -0.031], [-0.012, -0.026, 0.116], [-0.080, -0.059, -0.050], [0.004, 0.025, -0.083], [-0.052, -0.036, 0.059], [0.010, 0.078, 0.071], [-0.101, -0.058, 0.178], [0.056, -0.033, -0.062], [-0.035, 0.068, -0.082], [-0.010, -0.059, 0.000], [-0.003, 0.028, -0.033], [-0.098, -0.076, 0.030], [-0.185, -0.084, -0.023], [0.197, -0.080, 0.075], [0.067, 0.002, 0.038], [-0.084, -0.028, -0.029], [0.058, -0.099, 0.089], [-0.004, -0.143, -0.140], [-0.185, 0.144, 0.527], [0.069, 0.015, -0.402], [-0.004, 0.006, -0.013], [0.019, -0.001, 0.000], [0.037, -0.007, -0.001], [-0.022, 0.031, -0.036], [-0.009, 0.041, -0.012], [0.009, 0.014, -0.001], [0.012, 0.019, 0.007], [-0.033, 0.024, 0.035], [-0.037, -0.027, -0.086], [-0.037, 0.082, -0.053], [-0.125, -0.437, 0.182], [0.098, 0.401, -0.106], [0.028, -0.019, 0.009], [0.008, 0.004, -0.012], [0.007, -0.007, -0.008], [0.013, 0.016, 0.032], [0.026, 0.002, 0.038], [0.025, -0.004, 0.010], [0.014, 0.005, -0.004], [0.043, -0.054, 0.039], [0.027, 0.066, -0.114], [-0.152, -0.075, -0.057], [0.181, -0.193, -0.315], [-0.196, 0.150, 0.329], [0.009, 0.007, -0.017], [-0.007, 0.023, -0.006], [-0.008, 0.013, 0.002], [-0.006, -0.021, 0.034], [0.071, -0.004, 0.047], [-0.009, 0.021, 0.020], [0.015, 0.013, 0.027], [0.012, 0.087, -0.004], [0.090, -0.170, 0.072], [0.061, -0.118, -0.158], [-0.252, 0.057, 0.396], [0.109, 0.017, -0.203], [-0.018, 0.001, 0.004], [0.001, -0.005, 0.004], [-0.005, -0.002, 0.007], [0.009, -0.017, -0.037], [-0.036, 0.087, -0.027], [0.028, 0.017, -0.012], [0.056, 0.043, 0.006], [0.021, -0.015, -0.022], [-0.071, 0.071, 0.012], [-0.143, -0.057, -0.144], [0.331, 0.380, 0.089], [-0.188, -0.357, -0.048], [0.017, 0.002, 0.014], [-0.010, 0.002, 0.005], [-0.002, -0.001, 0.006], [0.019, -0.028, -0.006], [0.045, -0.029, 0.007], [-0.061, -0.084, 0.053], [0.032, 0.036, 0.020], [-0.008, 0.042, 0.054], [-0.100, -0.050, 0.049], [0.023, -0.026, 0.106], [0.115, -0.267, -0.395], [-0.099, 0.227, 0.317], [0.006, 0.017, -0.018], [-0.039, -0.100, -0.039], [0.010, 0.024, -0.020], [0.047, 0.037, -0.036], [0.040, 0.057, -0.022], [-0.029, 0.036, 0.001], [-0.007, 0.007, -0.012], [0.015, -0.008, 0.024], [-0.080, -0.019, -0.046], [-0.148, -0.062, 0.094], [0.276, -0.299, -0.299], [-0.148, 0.321, 0.253], [0.016, 0.012, -0.014], [-0.008, 0.004, -0.002], [-0.001, 0.005, -0.005], [0.023, 0.008, 0.013], [0.044, 0.020, 0.008], [0.022, 0.054, -0.020], [0.039, 0.022, -0.005], [0.003, -0.036, 0.009], [0.057, 0.027, -0.069], [0.135, -0.008, -0.025], [-0.042, 0.254, 0.417], [0.003, -0.221, -0.338], [-0.023, 0.011, 0.008], [0.004, 0.007, -0.008], [-0.005, 0.006, -0.001], [-0.015, -0.013, 0.015], [-0.055, -0.015, 0.016], [-0.046, 0.005, -0.022], [-0.032, -0.015, -0.003]],
  "homo_ev": -12.526,
  "e_lumo_ha": -0.09673,
  "homo_lumo_gap_ev": 9.894,
  "charge": 1,
  "mol_weight_g_mol": 968.11
}